Record 1
12
Properties=species:S:1:pos:R:3:mulliken_charge:R:1 method="wB97M-V/def2-TZVPD" gap_ha="0.1672 / 0.1644" homo_ev="-16.707 / -16.707" e_tot_ha=-624.7011 total_charge=+2 relative_energy_ev=4.260
C -2.926 -1.049 -2.014 0.223
C -2.236 0.813 -0.554 -0.163
C 3.979 -0.701 1.030 -0.672
N -2.807 -0.204 -1.217 0.030
N -2.690 1.634 0.211 -0.156
S 2.249 -0.410 0.690 0.571
H -2.946 -1.871 -2.794 0.417
H 4.501 -0.321 0.157 0.361
H 4.150 -1.697 1.148 0.361
H 4.453 -0.171 1.943 0.378
H -3.688 1.757 0.678 0.318
H -2.038 2.220 0.722 0.334

Record 2
15
Properties=species:S:1:pos:R:3:mulliken_charge:R:1 method="wB97M-V/def2-TZVPD" gap_ha=0.3522 homo_ev=-8.875 e_tot_ha=-743.0078 relative_energy_ev=0.678
O 0.302 1.134 -1.105 -0.503
C 1.381 0.658 -1.060 0.538
O 2.468 1.231 -1.694 -0.463
C 1.886 -0.651 -0.474 -0.423
C 1.289 -1.156 0.818 -0.575
S -0.555 -1.137 0.955 -0.247
H 2.423 2.177 -1.852 0.333
H 1.655 -1.346 -1.293 0.236
H 2.961 -0.538 -0.401 0.308
H 1.589 -0.614 1.715 0.323
H 1.639 -2.171 0.991 0.323
H -0.983 0.021 0.437 0.149
H -5.658 0.977 0.333 0.312
H -5.360 0.341 1.576 0.311
O -5.038 1.073 1.054 -0.622

Record 3
93
Properties=species:S:1:pos:R:3:mulliken_charge:R:1 method="wB97M-V/def2-TZVPD" gap_ha=0.2815 homo_ev=-10.110 e_tot_ha=-6892.7357 total_charge=+1
Sn 0.468 -1.950 -0.692 1.253
C 4.970 0.538 2.407 -0.961
N 4.389 0.231 1.103 0.187
C 5.296 0.283 -0.042 -1.033
C 3.118 -0.164 0.939 0.642
O 2.637 -0.477 -0.148 -0.560
C 2.258 -0.202 2.198 -1.050
O 1.031 -0.851 1.945 -0.203
C -0.110 -0.076 2.212 -1.267
C -0.450 0.812 1.026 0.698
O -0.214 0.399 -0.126 0.124
N -0.989 1.995 1.310 0.432
C -1.228 2.999 0.276 -0.708
C -1.473 2.325 2.654 -1.001
H 5.847 1.160 2.254 0.328
H 5.283 -0.367 2.932 0.309
H 4.277 1.091 3.039 0.348
H 5.706 1.289 -0.139 0.353
H 4.754 0.025 -0.943 0.257
H 6.118 -0.422 0.099 0.377
H 2.100 0.826 2.537 0.494
H 2.777 -0.754 2.983 0.581
H 0.016 0.488 3.135 0.755
H -0.939 -0.771 2.333 -0.636
H -0.649 2.757 -0.601 -0.174
H -0.906 3.971 0.650 0.572
H -2.281 3.051 0.004 0.405
H -2.003 1.486 3.106 0.255
H -2.177 3.146 2.562 0.452
H -0.666 2.644 3.317 0.277
C 1.195 2.255 -2.353 -0.204
O 0.223 3.312 -2.375 -0.382
C -0.954 3.163 -2.995 -0.017
O -1.781 4.035 -2.930 -0.614
C -1.290 1.832 -3.594 -0.858
C -1.008 1.472 -4.840 1.930
As -1.254 -0.359 -5.492 -0.347
C 0.651 -0.588 -5.945 -1.401
C -1.197 -1.276 -3.772 0.386
C -1.770 -0.899 -2.614 0.276
As -2.503 0.885 -2.310 0.394
C -4.031 0.716 -3.542 -1.129
C -1.777 -1.894 -1.499 -1.091
O -2.736 -1.525 -0.486 -0.191
O -2.222 -3.085 -2.116 -0.218
C -2.129 -4.307 -1.406 -0.598
C -0.413 -2.539 -3.765 0.762
O 0.575 -2.635 -3.034 -0.808
O -0.642 -3.551 -4.580 -0.343
C -1.886 -3.652 -5.308 -0.717
C -0.323 2.468 -5.742 0.329
O 0.514 3.223 -5.325 -0.527
O -0.686 2.581 -7.025 -0.365
C -1.834 1.951 -7.597 -0.682
H 1.981 2.598 -1.686 0.195
H 1.602 2.092 -3.344 0.496
H 0.770 1.335 -1.954 -0.114
H 0.928 0.115 -6.730 0.468
H 0.828 -1.599 -6.309 0.441
H 1.271 -0.410 -5.069 0.440
H -3.759 0.182 -4.449 0.274
H -4.401 1.708 -3.796 0.440
H -4.818 0.165 -3.027 0.401
H -2.401 -5.092 -2.108 0.486
H -2.830 -4.334 -0.569 0.117
H -1.116 -4.491 -1.041 0.221
H -1.975 -4.697 -5.588 0.328
H -1.865 -3.043 -6.205 0.322
H -2.722 -3.360 -4.677 0.328
H -2.084 2.538 -8.474 0.338
H -2.683 1.947 -6.916 0.338
H -1.610 0.936 -7.914 0.305
C -3.482 -2.039 3.954 -1.940
C -3.389 -2.975 2.755 1.913
C -4.428 -4.075 2.915 -1.826
O -3.740 -2.212 1.582 -0.421
B -2.688 -2.142 0.723 0.211
O -1.540 -2.747 1.259 0.215
C -1.924 -3.499 2.452 1.205
C -1.855 -4.987 2.107 -2.121
C -0.913 -3.248 3.564 -1.869
H -4.487 -1.618 3.980 0.566
H -2.775 -1.210 3.885 0.098
H -3.301 -2.577 4.886 0.367
H -5.385 -3.618 3.168 0.438
H -4.150 -4.765 3.713 0.370
H -4.560 -4.635 1.990 0.329
H -2.604 -5.286 1.377 0.346
H -1.986 -5.589 3.006 0.497
H -0.868 -5.203 1.694 0.446
H -0.859 -2.208 3.872 0.285
H 0.072 -3.551 3.207 0.486
H -1.170 -3.855 4.434 0.488

Record 4
99
Properties=species:S:1:pos:R:3:mulliken_charge:R:1 method="wB97M-V/def2-TZVPD" gap_ha=0.4038 homo_ev=-11.056 e_tot_ha=-2522.6559 relative_energy_ev=1.224
O -3.835 -2.341 -0.531 -0.624
H -2.912 -2.116 -0.381 0.365
H -4.207 -2.318 0.375 0.259
O -1.126 3.790 2.763 -0.673
H -1.686 3.041 3.023 0.259
H -1.547 4.092 1.941 0.332
O -4.704 -1.219 -6.651 -0.627
H -4.309 -1.162 -5.803 0.346
H -4.354 -0.524 -7.240 0.305
O -1.389 0.980 4.067 -0.584
H -2.004 0.785 4.821 0.270
H -0.841 0.186 4.106 0.278
O -0.823 -2.947 3.098 -0.597
H -0.395 -2.526 3.857 0.319
H -1.224 -3.801 3.367 0.313
O -3.539 -5.517 -3.428 -0.707
H -3.175 -6.238 -2.878 0.325
H -3.407 -4.668 -2.961 0.315
O 4.121 0.009 -1.993 -0.662
H 3.261 -0.361 -2.105 0.266
H 4.648 -0.764 -2.223 0.302
O 1.677 4.647 2.808 -0.677
H 0.823 4.309 3.062 0.319
H 1.562 5.454 2.259 0.329
O 0.308 2.847 -3.281 -0.626
H 0.693 3.389 -3.981 0.272
H 0.884 3.003 -2.497 0.333
O -2.239 -5.326 2.210 -0.675
H -1.739 -5.993 2.657 0.293
H -2.045 -5.377 1.266 0.428
O -2.749 -1.440 2.208 -0.622
H -2.305 -0.704 2.677 0.250
H -2.222 -2.215 2.536 0.291
O 1.729 -1.755 -1.826 -0.837
H 1.454 -1.470 -0.970 0.300
H 1.080 -1.428 -2.496 0.299
O 4.096 2.617 -1.271 -0.642
H 5.019 2.785 -1.120 0.241
H 4.069 1.670 -1.566 0.414
O -4.383 0.353 1.014 -0.683
H -3.916 -0.274 1.564 0.457
H -4.818 -0.180 0.337 0.315
O -2.009 1.376 -0.803 -0.578
H -1.909 1.167 -1.740 0.205
H -2.684 0.735 -0.452 0.273
O 1.641 3.476 -0.546 -0.533
H 1.349 2.670 0.006 0.251
H 2.649 3.349 -0.560 0.194
O -2.474 -1.454 -4.086 -0.701
H -3.137 -1.570 -3.363 0.351
H -2.571 -2.380 -4.429 0.297
O -0.069 1.158 1.046 0.119
H -0.496 1.871 1.534 0.036
H -0.700 1.064 0.331 0.203
O -2.014 4.413 -0.016 -0.737
H -1.070 4.300 -0.190 0.358
H -2.526 3.571 -0.180 0.346
O -0.954 -1.924 -0.788 0.269
H -0.887 -1.246 -1.475 -0.055
H -0.447 -1.721 0.027 0.218
O -2.580 -3.959 -5.582 -0.638
H -1.930 -4.328 -6.200 0.300
H -2.753 -4.677 -4.989 0.375
O 4.003 -0.530 1.670 -0.814
H 3.360 -0.962 1.103 0.332
H 3.993 0.417 1.398 0.512
O -0.175 5.908 -1.809 -0.583
H -1.095 6.131 -1.626 0.336
H -0.211 4.957 -1.913 0.256
O -1.427 -5.071 -0.468 -0.801
H -1.512 -4.091 -0.620 0.247
H -0.442 -5.127 -0.660 0.384
O 1.837 6.085 0.589 -0.733
H 1.524 6.826 0.006 0.301
H 1.576 5.234 0.187 0.470
O 5.279 -2.091 -0.605 -0.544
H 5.357 -1.838 0.324 0.293
H 5.984 -2.749 -0.709 0.269
O 1.325 -4.579 -1.656 -0.657
H 1.321 -3.591 -1.758 0.459
H 2.239 -4.739 -1.357 0.299
O 3.964 2.144 1.631 -0.612
H 3.310 2.654 2.117 0.283
H 3.927 2.440 0.721 0.389
O 0.394 -1.079 4.802 -0.721
H 0.460 -1.163 5.756 0.221
H 1.202 -0.494 4.441 0.431
O 0.999 -1.486 1.192 -0.466
H 0.661 -2.085 1.868 0.104
H 0.841 -0.562 1.493 0.225
O 2.786 3.123 4.707 -0.743
H 2.153 3.132 5.413 0.278
H 2.566 3.712 3.926 0.451
O -0.602 0.144 -2.857 -0.530
H -0.979 -0.221 -3.664 0.220
H -0.041 0.930 -3.051 0.265
O 2.137 0.358 3.677 -0.549
H 2.400 1.188 4.094 0.283
H 2.926 -0.103 3.276 0.333